# 1
15
Properties=species:S:1:pos:R:3 method="wB97M-V/def2-TZVPD" smiles=C[C@H]([NH3+])CS charge=+1 gap_ev=10.171 e_above_lowest_kcal_mol=8.4 e_tot_ev=-15591.7367 lumo_ev=-3.538
C -0.6656 1.5048 0.4805
H -1.8732 -0.6964 -0.1234
C -0.0020 0.3938 -0.3201
N -1.0891 -0.5941 -0.7610
C 1.0198 -0.3488 0.4712
H -1.1013 1.1359 1.3943
H 0.4864 -0.7609 1.3261
H 0.1494 2.1441 0.8182
H 2.5004 -2.1931 0.3265
S 1.6783 -1.6937 -0.6039
H -1.2854 -0.5271 -1.7584
H 1.8442 0.2325 0.8757
H -1.3648 2.0761 -0.1151
H 0.3266 0.8570 -1.2503
H -0.6237 -1.5302 -0.7603

---

# 2
95
Properties=species:S:1:pos:R:3 method="wB97M-V/def2-TZVPD" s2=6.006 gap_ev="8.416 / 8.232" multiplicity=5 e_tot_ev=-126786.6870 lumo_ev="-0.929 / -1.113"
H -6.5360 1.7328 -1.8980
O 2.3491 -0.7951 3.6256
O 2.4861 -3.6684 -0.3427
H -0.4837 1.9999 -5.6218
H 4.5474 0.9327 -2.0997
H -3.9785 0.7695 2.8820
H 4.2834 -2.9343 -0.9406
C 3.1908 -2.9376 4.9257
C -2.1046 -4.1159 0.6577
H -4.0219 -0.6964 1.9307
C -1.0283 0.6085 -0.3765
H 1.3931 2.4227 -2.9508
C 5.4088 0.3495 -0.4374
H -0.8849 4.5512 4.0724
H -1.3028 1.5701 2.6055
H -4.1694 1.4104 -0.5804
H 5.6079 1.3927 -0.1917
O 1.7588 0.2622 -0.5163
C -1.1494 2.4159 3.2757
H -2.1322 -0.5866 3.4022
S 2.7997 -2.1121 3.1639
H 0.6453 0.0876 -5.7100
F 2.1563 -2.9407 5.7430
H 5.7428 -1.5550 1.7060
H -3.1940 -0.4732 4.8911
H -3.5281 1.8266 -3.5305
C -3.0769 -0.8529 3.8762
H 2.6038 1.7819 -1.2005
C -4.1923 -0.2981 2.9310
H 4.4129 0.3008 0.0029
C -1.9526 0.9057 -4.2249
O -0.2118 -0.0398 -5.2966
H 0.6029 4.4498 -2.5020
O -3.1551 -2.2349 3.8169
H -2.5672 3.5250 2.3055
Cr 0.7982 -3.4372 0.7988
H -1.7700 -2.4758 -0.9392
O 1.7437 -2.8471 2.5070
O 0.2135 2.4823 3.7664
F 4.2351 -2.2065 5.5052
O -0.2143 -3.9114 -0.9804
H -2.3070 -2.5969 4.0838
H -3.0341 -3.6251 0.9465
H -2.1423 -5.1818 0.4331
O -6.1093 2.2509 0.0218
H 3.4686 -1.9122 -2.8553
O -1.1454 -3.8999 1.7342
H -4.1937 3.6584 -1.0327
O 4.0402 -2.1677 2.4502
O -3.1741 1.6294 -4.4008
O 0.8017 0.9847 1.5770
O -3.8837 1.6605 -1.4621
C -4.5768 2.8373 -1.6386
O -1.3335 4.8422 3.2751
F -0.8455 1.7665 -0.9550
C -6.0752 2.5246 -1.3073
S 0.6397 0.0527 0.4585
O 3.1659 2.3541 -1.7280
C 2.7369 -2.5165 -2.3189
H -2.1797 -0.1385 -4.0101
O 5.1370 0.2189 -1.8459
H 1.5695 -0.9099 -2.1751
O 6.5274 -1.0894 1.4073
H -1.5930 -4.2467 2.5094
F -1.3917 -0.2620 -1.3426
C 6.4497 -0.7458 0.0752
C -1.0635 1.0922 -5.4547
C -1.5040 3.6668 2.4996
H -0.9816 3.8174 1.5548
H 6.1207 -1.6735 -0.3929
F -1.9699 0.6643 0.5788
F 3.5307 -4.1788 4.8529
H 1.9770 5.1066 -1.7903
H 1.1136 3.8254 -0.9572
H 3.2014 -1.8486 -0.1242
H 7.4262 -0.5846 -0.3816
C 3.2361 -2.6397 -0.8732
H -5.1946 -0.3938 3.3486
C 2.2086 3.0198 -2.5427
H 2.6914 -3.4942 -2.7985
H 2.7981 3.4818 -3.3346
C -1.5535 -3.5295 -0.7633
H -4.4699 3.3352 -2.6023
H 0.7204 1.9198 3.1763
O 1.4831 -1.8614 -2.2682
H -2.1725 -3.9962 -1.5297
O 0.4031 -1.3746 0.7700
H -1.3918 1.1882 -3.3339
H -1.6691 0.9699 -6.3526
H 2.8199 -4.5188 -0.6378
H -6.6423 3.4504 -1.2101
H -6.8003 1.6186 0.2323
C 1.4810 4.1463 -1.9319
H 0.1009 -3.6199 -1.8391
H -1.7765 2.2644 4.1544

---

# 3
65
Properties=species:S:1:pos:R:3 method="wB97M-V/def2-TZVPD" smiles="COc1ccc(-n2nc(C(=O)NCC(=O)N3CCC4(CC3)OCCO4)c3ccccc3c2=O)c(OC)c1" gap_ev=8.585 e_above_lowest_kcal_mol=0.0 e_tot_ev=-47709.6018 lumo_ev=0.101
H 3.2633 -2.3352 3.2202
C -3.4679 1.4671 1.7600
C 0.6583 -1.0617 -5.0180
C -2.3501 2.1320 1.2642
H -3.6464 -1.0446 -0.4969
H -2.7788 2.9861 3.9226
H -0.2913 -2.0157 3.5625
H 0.7876 -2.2208 -0.4211
C 3.4931 -1.3944 2.7168
H -2.7427 0.7308 -5.4259
H 1.2994 0.1892 -0.0108
H -1.3222 -1.5207 2.1873
C 2.7067 -3.1050 -0.5761
N 1.5819 -2.3279 -1.0353
N -1.5246 0.0402 -1.6726
C 2.0387 0.3519 0.7731
H -3.8635 3.9163 2.8471
H -1.4275 0.0643 -7.4314
O 0.4725 0.8633 2.5410
C 1.4162 -0.0929 2.0999
H 2.2460 1.4188 0.8370
O -3.1663 0.9536 -2.9381
H -4.5019 3.1691 4.3309
C -3.2842 -0.1640 0.0100
C 0.1683 -0.7868 -6.2746
N 3.3725 -1.6473 1.2952
C -2.1004 0.3719 -2.8930
C -0.0733 -0.6910 -3.8831
O 0.6777 -1.2810 1.8917
H -4.7976 -0.1854 1.5334
H -0.2022 0.1961 4.3815
H 4.2007 0.1607 0.8122
H 0.2771 3.1033 1.2308
N -0.3701 -0.5857 -1.5080
C 3.0306 -2.8931 0.8983
H 2.4950 -4.1750 -0.6905
C 1.6214 -1.6508 -2.1997
C -1.0568 -0.1422 -6.4385
C -1.3109 -0.0415 -4.0533
C -0.0285 3.3425 0.2078
C -1.7910 0.2295 -5.3354
H 3.5645 -2.8530 -1.2086
C -0.4288 -1.2750 2.7675
H 2.0863 -0.5290 4.1176
O 3.0266 -3.8364 1.6660
H 3.4419 -0.6613 -0.5515
O 2.6068 -1.6265 -2.9179
C 2.5284 -0.2824 3.1528
H 0.7396 -1.0748 -7.1447
C 0.3428 -0.9481 -2.5270
C -0.4755 0.1633 3.3190
H -1.4462 0.6357 3.1757
H 3.0412 0.6756 3.2504
C -2.1706 0.4909 -0.4835
O -0.5975 2.2182 -0.4206
O -4.1661 1.8624 2.8578
C 3.3354 -0.4391 0.5077
C -1.6877 1.6459 0.1426
H -1.9916 3.0247 1.7469
C -3.9293 0.3102 1.1325
C -3.7927 3.0510 3.5134
H 4.5261 -1.1149 2.9507
H 0.8467 3.5977 -0.3877
H -0.7194 4.1915 0.2107
H 1.6104 -1.5507 -4.8909